[1]
{
  "formula": "C20H63BF4N5O9",
  "method": "ωB97M-V with the def2-TZVPD basis set",
  "symbols": ["F", "F", "F", "F", "O", "O", "O", "O", "O", "O", "O", "O", "O", "N", "N", "N", "N", "N", "C", "C", "C", "C", "C", "C", "C", "C", "C", "C", "C", "C", "C", "C", "C", "C", "C", "C", "C", "C", "B", "H", "H", "H", "H", "H", "H", "H", "H", "H", "H", "H", "H", "H", "H", "H", "H", "H", "H", "H", "H", "H", "H", "H", "H", "H", "H", "H", "H", "H", "H", "H", "H", "H", "H", "H", "H", "H", "H", "H", "H", "H", "H", "H", "H", "H", "H", "H", "H", "H", "H", "H", "H", "H", "H", "H", "H", "H", "H", "H", "H", "H", "H", "H"],
  "xyz": [[0.384, -0.047, -0.774], [-0.297, -1.264, 1.067], [1.395, 0.224, 1.284], [-0.737, 1.026, 0.874], [2.695, -2.493, -3.098], [4.194, 1.850, -3.836], [-3.127, 4.545, 3.172], [-1.928, -1.525, -1.327], [-3.136, 0.443, -6.190], [-0.997, 4.062, 1.095], [-2.175, -3.407, 1.723], [0.471, 1.452, 3.673], [0.381, -4.807, 5.651], [-0.320, 0.797, -5.974], [0.341, -2.707, 3.540], [2.712, 1.606, -1.455], [3.282, -1.305, -0.157], [-4.160, 1.967, 4.463], [3.830, 3.004, -3.128], [-4.515, 0.573, -5.997], [-0.265, -0.518, -3.968], [1.137, -2.625, 4.792], [-0.561, -5.467, 6.457], [1.282, -1.161, 5.133], [2.488, -3.550, 0.500], [-3.121, 5.816, 2.585], [3.673, -3.415, -3.497], [0.405, -3.417, 5.827], [3.076, -2.682, -0.635], [2.224, 4.025, -1.444], [-3.698, 2.245, 3.078], [-4.093, 3.655, 2.666], [-2.468, 0.124, -4.948], [-4.203, 1.220, 2.090], [2.124, -2.758, -1.820], [3.954, 1.981, -5.223], [-1.048, -0.244, -5.251], [2.581, 2.804, -2.281], [0.161, -0.014, 0.629], [0.609, -3.554, 3.045], [-3.379, 2.160, 5.079], [1.382, -1.971, -1.691], [-0.627, 0.967, -6.920], [1.951, 4.886, -2.072], [4.699, 2.638, -5.688], [-0.586, -2.987, 6.031], [-4.810, 1.249, -5.184], [0.764, -0.741, -4.245], [0.522, -2.006, 2.824], [1.400, 1.226, 3.754], [-4.334, 0.972, 4.546], [-4.153, 6.223, 2.568], [1.847, 1.129, -1.233], [1.456, -3.233, 0.699], [0.932, -3.271, 6.796], [4.628, 3.284, -2.424], [3.338, -3.998, -4.360], [4.570, -2.857, -3.791], [-5.213, 1.462, 1.724], [-0.988, 3.170, 0.727], [-4.360, 0.245, 2.558], [-1.451, -2.896, 2.111], [4.137, 0.995, -5.659], [-5.118, 3.895, 2.964], [-1.564, -5.299, 6.049], [1.955, -1.044, 5.986], [-2.603, 2.229, 3.106], [3.050, -3.487, 1.431], [-2.080, -1.473, -0.378], [-0.726, -1.381, -3.482], [-3.642, 1.082, 1.167], [1.658, -3.751, -1.820], [-2.571, 6.568, 3.141], [2.910, 2.245, -5.409], [-2.886, -3.327, 2.363], [-4.883, 1.018, -6.927], [4.049, -1.300, 0.503], [-0.318, 0.302, -3.253], [4.063, -3.128, -0.793], [-4.040, 3.644, 1.564], [2.088, -3.137, 4.595], [-5.057, -0.371, -5.853], [0.312, -0.719, 5.353], [3.701, 3.887, -3.767], [1.703, -0.651, 4.275], [0.679, 0.659, -5.966], [2.391, -4.600, 0.198], [-2.520, 1.035, -4.341], [-0.335, -6.529, 6.455], [-1.165, -0.955, -1.473], [3.048, 4.416, -0.836], [2.429, -1.044, 0.334], [-3.014, -0.696, -4.475], [0.185, 0.909, 2.929], [-1.698, 4.037, 1.754], [-1.034, -1.139, -5.891], [-0.504, -5.056, 7.474], [4.011, -4.088, -2.705], [3.075, 1.875, -0.545], [1.713, 2.631, -2.931], [1.368, 3.841, -0.797], [-2.904, 5.803, 1.511]],
  "mulliken_charge": [0.15, -0.27, -0.49, -0.15, -0.28, -0.31, -0.46, -0.73, -0.32, -0.75, -0.66, -0.72, -0.34, -0.71, -0.43, -0.36, -0.35, -0.87, -1.12, -0.77, -1.17, 0.66, -0.72, -1.28, -1.49, -0.85, -0.83, -0.95, 0.75, -1.70, 1.44, -0.92, -0.71, -1.45, -0.39, -0.73, 0.71, 1.03, 0.43, 0.24, 0.28, -0.17, 0.22, 0.44, 0.31, 0.37, 0.31, 0.29, -0.01, 0.29, 0.25, 0.31, -0.01, 0.07, 0.41, 0.29, 0.27, 0.24, 0.33, 0.32, 0.44, 0.31, 0.23, 0.48, 0.28, 0.48, -0.30, 0.44, 0.30, 0.39, 0.29, 0.34, 0.26, 0.31, 0.29, 0.27, 0.28, 0.15, 0.39, 0.38, 0.31, 0.29, 0.41, 0.41, -0.04, 0.17, 0.46, 0.36, 0.24, 0.28, 0.36, -0.08, 0.37, 0.18, 0.41, 0.11, 0.32, 0.33, 0.26, 0.19, 0.34, 0.35],
  "total_charge": -1,
  "homo_energy_ev": -5.67
}

=====

[2]
{
  "formula": "C12H9N2PtS4Sb",
  "method": "ωB97M-V with the def2-TZVPD basis set",
  "symbols": ["Pt", "Sb", "S", "S", "S", "S", "N", "N", "C", "C", "C", "C", "C", "C", "C", "C", "C", "C", "C", "C", "H", "H", "H", "H", "H", "H", "H", "H", "H"],
  "xyz": [[0.073, 0.003, -0.064], [2.828, 2.071, -0.313], [2.342, -0.259, 0.054], [3.635, 3.095, 1.559], [0.469, 2.310, -0.596], [4.007, 2.431, -2.231], [-2.030, -0.142, -0.106], [-2.530, -1.299, -0.121], [-5.310, 1.658, -0.310], [-3.628, 3.156, 0.511], [-4.943, 2.921, 0.146], [-0.234, -1.954, 0.084], [-4.369, 0.645, -0.402], [0.213, -4.345, 0.195], [-1.151, -4.664, 0.065], [-2.056, -3.636, -0.054], [-1.583, -2.317, -0.044], [-2.676, 2.145, 0.419], [0.661, -3.042, 0.199], [-3.050, 0.898, -0.045], [-3.120, -3.816, -0.153], [-1.481, -5.696, 0.062], [1.721, -2.836, 0.289], [-3.318, 4.128, 0.873], [-1.651, 2.321, 0.722], [-4.646, -0.337, -0.755], [-6.335, 1.457, -0.599], [-5.681, 3.711, 0.215], [0.934, -5.151, 0.293]],
  "mulliken_charge": [0.27, 0.72, -0.50, -0.76, -0.61, -0.76, 0.26, -0.57, -0.49, -0.77, -0.36, -0.47, -0.25, -0.61, -0.42, -0.48, 0.77, -0.41, -0.16, 0.54, 0.38, 0.32, 0.20, 0.36, 0.42, 0.40, 0.32, 0.35, 0.33],
  "total_charge": -2,
  "homo_energy_ev": -1.30
}

=====

[3]
{
  "formula": "C2H11O3S",
  "method": "ωB97M-V with the def2-TZVPD basis set",
  "symbols": ["S", "O", "O", "O", "C", "C", "H", "H", "H", "H", "H", "H", "H", "H", "H", "H", "H"],
  "xyz": [[-0.612, -1.107, -1.107], [-0.748, 0.829, 2.804], [-0.521, 2.211, -0.674], [-2.966, 0.470, 0.922], [1.193, -1.242, -1.501], [2.130, -0.838, -0.378], [1.371, -2.260, -1.822], [-0.242, 0.060, 2.522], [3.044, -1.430, -0.371], [-0.601, 1.829, -1.555], [2.262, 0.240, -0.340], [1.592, -1.013, 0.548], [-3.095, -0.124, 0.171], [-2.162, 0.957, 0.700], [1.258, -0.634, -2.403], [-0.239, 1.474, -0.118], [-1.663, 0.578, 2.603]],
  "mulliken_charge": [-0.67, -0.70, -0.68, -0.69, -0.57, -0.85, 0.28, 0.33, 0.33, 0.35, 0.24, 0.15, 0.30, 0.39, 0.21, 0.22, 0.36],
  "total_charge": -1,
  "homo_energy_ev": -2.98
}

=====

[4]
{
  "formula": "ClH3N2S",
  "method": "ωB97M-V with the def2-TZVPD basis set",
  "symbols": ["Cl", "S", "N", "N", "H", "H", "H"],
  "xyz": [[-0.520, 2.023, -0.195], [0.654, 0.124, 0.324], [-0.256, -0.531, 1.346], [0.229, -0.599, -1.065], [0.211, -0.442, 2.563], [-0.771, -0.680, -1.209], [0.452, 0.105, -1.764]],
  "mulliken_charge": [-0.38, 0.40, -0.47, -0.48, 0.29, 0.32, 0.31],
  "homo_energy_ev": -9.84
}

=====

[5]
{
  "formula": "C20H31ClMnN2O",
  "method": "ωB97M-V with the def2-TZVPD basis set",
  "symbols": ["Mn", "Cl", "O", "N", "N", "C", "C", "C", "C", "C", "C", "C", "C", "C", "C", "C", "C", "C", "C", "C", "C", "C", "C", "C", "C", "H", "H", "H", "H", "H", "H", "H", "H", "H", "H", "H", "H", "H", "H", "H", "H", "H", "H", "H", "H", "H", "H", "H", "H", "H", "H", "H", "H", "H", "H", "H"],
  "xyz": [[-0.283, -1.172, -0.340], [-0.411, -3.301, 0.042], [0.538, 3.575, -0.967], [-0.209, 5.075, 0.590], [2.080, 4.746, 0.294], [1.380, 6.386, 1.926], [-1.630, -0.260, 1.169], [2.377, 5.310, 1.594], [-0.034, 5.910, 1.755], [-2.314, -1.431, 0.701], [-1.483, -6.268, -1.056], [-1.411, 0.596, 0.033], [-1.573, 4.852, 0.198], [-2.426, -1.347, -0.736], [-1.646, -5.954, 1.446], [1.127, 0.295, -0.969], [1.896, -1.862, -0.584], [0.718, -0.534, -2.091], [-1.922, -0.084, -1.146], [0.593, -6.442, 0.363], [0.788, 4.409, -0.080], [1.826, -0.548, -0.028], [1.170, -1.857, -1.839], [3.133, 3.983, -0.315], [-0.835, -6.161, 0.246], [-1.961, -6.952, 1.804], [-2.067, 0.325, -2.144], [-2.571, -5.389, 1.258], [-0.346, 5.362, 2.655], [3.395, 5.703, 1.533], [1.043, -2.717, -2.496], [-1.104, -5.481, 2.278], [2.358, 4.521, 2.363], [3.055, 4.036, -1.408], [-1.622, 4.330, -0.747], [-1.763, -7.326, -1.185], [2.330, -0.257, 0.893], [-2.898, -2.091, -1.376], [-2.081, 5.815, 0.088], [-1.081, 1.628, 0.099], [1.554, 7.244, 1.273], [-1.435, -0.038, 2.213], [1.101, 1.384, -0.922], [-2.411, -5.686, -1.141], [-0.707, 6.763, 1.649], [-2.696, -2.218, 1.344], [2.402, -2.701, -0.131], [0.699, -7.531, 0.499], [-0.821, -6.016, -1.896], [1.159, -6.188, -0.545], [1.075, -5.969, 1.230], [-2.128, 4.271, 0.941], [0.290, -0.224, -3.044], [1.533, 6.691, 2.963], [4.097, 4.405, -0.006], [3.099, 2.924, -0.015]],
  "mulliken_charge": [0.00, -0.28, -0.67, 0.27, 0.18, -0.75, -0.28, -0.49, -0.45, -0.65, -1.13, -0.36, -1.07, -0.39, -1.07, -0.23, -0.64, -0.52, -0.32, -1.11, 0.48, -0.17, -0.42, -0.81, 1.03, 0.43, 0.53, 0.30, 0.35, 0.42, 0.38, 0.31, 0.30, 0.34, 0.37, 0.43, 0.43, 0.38, 0.38, 0.37, 0.35, 0.46, 0.44, 0.29, 0.35, 0.49, 0.47, 0.44, 0.32, 0.32, 0.31, 0.41, 0.44, 0.34, 0.34, 0.34],
  "total_charge": 2,
  "spin_multiplicity": 4,
  "s2": 3.873,
  "homo_energy_ev": [-11.57, -12.85]
}

=====

[6]
{
  "formula": "C11H20O2",
  "method": "ωB97M-V with the def2-TZVPD basis set",
  "symbols": ["O", "O", "C", "C", "C", "C", "C", "C", "C", "C", "C", "C", "C", "H", "H", "H", "H", "H", "H", "H", "H", "H", "H", "H", "H", "H", "H", "H", "H", "H", "H", "H", "H"],
  "xyz": [[1.318, 3.822, 1.700], [2.978, 3.655, 0.704], [1.746, 1.611, 0.869], [1.130, 1.577, -0.579], [-1.327, -2.895, 0.141], [-0.311, -2.060, -0.596], [-0.050, -0.669, 0.116], [2.183, 3.005, 1.156], [0.924, 0.122, -1.076], [-3.457, -2.471, -0.826], [-4.334, -3.246, -1.109], [-2.604, -2.671, 0.373], [3.479, 4.838, 0.944], [0.638, -2.686, -0.873], [-2.554, -1.588, 1.055], [-0.909, -1.945, -1.594], [1.200, 1.174, 1.742], [2.782, 1.019, 0.690], [-0.593, -3.110, 1.299], [1.696, 2.128, -1.304], [2.077, -0.448, -0.855], [-4.890, -2.951, -2.193], [2.679, 5.546, 0.646], [-1.119, -4.111, -0.360], [-4.606, -4.066, -0.573], [-0.917, -0.182, -0.321], [0.652, 0.009, -1.985], [-3.138, -3.242, 1.099], [4.340, 5.187, 0.376], [-3.015, -1.567, -1.520], [0.468, -0.891, 1.053], [3.330, 5.159, 2.131], [0.204, 1.948, -0.332]],
  "mulliken_charge": [-0.75, -0.24, -0.19, -0.69, -0.33, -0.41, -0.57, 0.52, -0.98, -0.07, -0.63, -0.57, -0.67, 0.27, 0.13, 0.23, 0.27, 0.22, 0.17, 0.37, 0.23, 0.16, 0.30, 0.14, 0.37, 0.22, 0.72, 0.45, 0.29, 0.10, 0.31, 0.27, 0.35],
  "homo_energy_ev": -9.09
}